Entry from OMol25: 5 unconnected molecules or ions with the total composition C37H75FN2O9PS (ωB97M-V with the def2-TZVPD basis set).

Atoms and positions in Å:
C (0.24132, 3.23033, 1.53495)
C (0.57569, 2.08720, 1.36341)
C (0.94621, 0.69364, 1.01610)
C (0.57123, 0.46875, -0.48999)
O (-0.23581, -0.68536, -0.69211)
C (-1.62254, -0.39039, -0.75567)
C (-2.16090, 0.22135, 0.55602)
C (-3.64853, -0.07368, 0.81532)
C (-3.97187, -1.56753, 0.98658)
C (-5.11217, -1.97831, 0.04959)
O (-4.85849, -1.52187, -1.24272)
C (-5.95384, -1.69224, -2.11360)
C (-2.00981, 0.41152, -2.06433)
N (-2.89333, 1.59163, -1.68320)
C (-2.34245, 2.65275, -1.56195)
S (-1.70882, 4.11657, -1.58510)
O (-2.76006, -0.32131, -2.97734)
C (-2.03530, -0.91604, -4.04748)
N (-0.86057, -1.63479, -3.54147)
C (-1.52422, 0.06285, -5.11571)
C (-2.54535, 1.01602, -5.73221)
C (-2.97709, 2.19006, -4.85718)
F (-3.68160, 0.37282, -6.18639)
C (-2.96921, -2.00869, -4.70768)
O (-2.39143, -2.61801, -5.63885)
O (-4.12202, -2.18821, -4.28900)
P (2.21978, 0.19518, -1.34762)
C (2.01810, 0.48828, -3.15074)
C (1.80641, 1.98419, -3.48785)
C (2.60528, -1.57899, -0.99399)
C (1.92607, -2.62314, -1.92574)
H (-0.05403, 4.23601, 1.32924)
H (2.03065, 0.64652, 1.14472)
H (0.45434, -0.01691, 1.67728)
H (0.12175, 1.39282, -0.86202)
H (-2.13809, -1.34636, -0.87230)
H (-1.94746, 1.28678, 0.65991)
H (-1.61002, -0.27485, 1.36588)
H (-3.89246, 0.41527, 1.76814)
H (-4.26547, 0.42010, 0.06615)
H (-3.11789, -2.21511, 0.75888)
H (-4.29982, -1.82860, 1.99567)
H (-5.27794, -3.06741, 0.09608)
H (-6.04250, -1.51153, 0.42541)
H (-5.88547, -2.66568, -2.60883)
H (-6.91841, -1.55690, -1.60418)
H (-5.88517, -0.95372, -2.91279)
H (-1.10511, 0.85098, -2.50107)
H (-0.39435, -2.03535, -4.34582)
H (-1.23047, -2.41402, -3.00457)
H (-1.07257, -0.54690, -5.89956)
H (-0.72205, 0.67004, -4.67365)
H (-2.06703, 1.45298, -6.62019)
H (-2.08209, 2.63098, -4.41078)
H (-3.73937, 1.92582, -4.12935)
H (-3.39052, 2.96241, -5.51566)
H (2.95616, 0.16762, -3.61989)
H (1.22714, -0.09695, -3.63192)
H (1.09748, 2.47001, -2.81608)
H (1.42066, 2.03512, -4.51053)
H (2.77646, 2.48316, -3.50338)
H (3.67982, -1.76803, -1.02329)
H (2.23135, -1.77153, 0.01662)
H (2.47161, -3.56983, -1.90463)
H (0.92205, -2.83446, -1.55457)
H (1.79628, -2.23144, -2.93265)
C (4.65724, 1.47534, 5.77343)
C (3.33923, 1.58463, 5.02409)
O (3.16626, 0.60084, 4.02410)
C (3.17417, -0.74668, 4.45293)
C (2.08349, -1.07946, 5.45713)
H (5.49630, 1.52300, 5.07719)
H (4.75102, 2.29177, 6.49085)
H (4.73882, 0.53703, 6.32477)
H (3.29885, 2.54188, 4.50435)
H (2.49438, 1.57354, 5.72197)
H (4.16086, -1.01580, 4.84894)
H (3.02642, -1.34330, 3.55195)
H (2.19680, -0.51961, 6.38671)
H (2.11130, -2.14190, 5.70356)
H (1.10151, -0.84298, 5.04477)
C (3.42045, 7.52286, 1.04641)
C (2.25297, 6.68423, 0.55396)
O (1.09743, 6.77733, 1.36672)
C (0.52566, 8.06272, 1.50965)
C (0.07876, 8.68652, 0.19814)
H (3.68165, 7.24865, 2.06981)
H (4.29115, 7.36508, 0.40887)
H (3.19128, 8.59001, 1.03878)
H (2.53580, 5.63143, 0.56512)
H (2.00973, 6.93028, -0.48561)
H (1.21468, 8.72973, 2.04127)
H (-0.34144, 7.92947, 2.15717)
H (0.91528, 8.85745, -0.48078)
H (-0.40043, 9.64901, 0.38390)
H (-0.63348, 8.03494, -0.31015)
C (7.14186, -0.58879, 1.42617)
C (7.46411, -2.02820, 1.06276)
O (7.10358, -2.38217, -0.25909)
C (7.71728, -1.64081, -1.29649)
C (9.23381, -1.73862, -1.31019)
H (6.07940, -0.38702, 1.28094)
H (7.39437, -0.39682, 2.47011)
H (7.69809, 0.12236, 0.81356)
H (6.89856, -2.69842, 1.71095)
H (8.52445, -2.24423, 1.24083)
H (7.39699, -0.59388, -1.25681)
H (7.32202, -2.05186, -2.22554)
H (9.68000, -1.32179, -0.40610)
H (9.63734, -1.19051, -2.16271)
H (9.54821, -2.78090, -1.38556)
C (-5.25500, -6.76093, 1.38020)
C (-5.32045, -5.99810, 2.69246)
O (-6.29453, -4.97207, 2.71103)
C (-7.63575, -5.37104, 2.50800)
C (-8.15081, -6.35273, 3.54786)
H (-5.06846, -6.07776, 0.55061)
H (-4.45177, -7.49809, 1.41299)
H (-6.18477, -7.29128, 1.16808)
H (-4.36580, -5.50050, 2.86547)
H (-5.47196, -6.68468, 3.53421)
H (-7.76445, -5.77469, 1.49765)
H (-8.22572, -4.45551, 2.55502)
H (-7.60260, -7.29570, 3.52856)
H (-9.20280, -6.57635, 3.36438)
H (-8.05348, -5.93246, 4.55030)

Summary:
**Relative energy (zero: lowest compared OMol25 entry of this formula, charge and spin)**: 0.0 kJ/mol
**E_HOMO**: -4.48 eV
**Total energy**: -3080.72770 Eh
**Spin multiplicity**: 1
**Net charge**: -1
**Gap between HOMO and LUMO**: 6.588 eV